The following is a quantum chemistry calculation of a molecular structure, C19H38AlI2O4, from OMol25.

Cartesian coordinates (Å):
C -2.47 0.53 -0.76
C -0.87 0.55 -0.80
C -0.16 -0.75 -0.20
C -0.80 -1.29 1.18
C -1.54 -2.71 0.88
Al 0.65 -1.75 2.59
I 0.98 0.08 4.40
C 2.43 -2.32 1.66
C 3.05 -3.50 2.55
O 2.48 -4.60 2.64
I 4.98 -3.14 3.57
H -2.86 0.88 0.27
H -2.95 -0.45 -1.08
H -2.84 1.33 -1.51
H -0.55 0.70 -1.90
H -0.52 1.44 -0.17
H 0.93 -0.44 0.06
H -0.04 -1.57 -1.00
H -1.51 -0.51 1.61
H -2.35 -2.86 1.68
H -0.73 -3.52 1.00
H -1.96 -2.73 -0.18
H 0.15 -3.07 3.37
H 3.19 -1.47 1.70
H 2.16 -2.65 0.61
C -2.74 5.82 -0.37
C -4.20 5.42 -0.25
C -4.12 3.91 -0.32
O -2.85 3.54 0.24
C -2.05 4.72 0.40
H -2.53 6.82 0.03
H -2.44 5.80 -1.42
H -4.59 5.73 0.73
H -4.84 5.85 -1.02
H -4.14 3.56 -1.36
H -4.92 3.42 0.23
H -1.99 4.95 1.47
H -1.04 4.52 0.03
C -0.61 -4.17 -4.58
C -1.54 -5.34 -4.33
C -1.72 -5.27 -2.82
O -1.60 -3.89 -2.45
C -1.09 -3.15 -3.57
H -0.64 -3.80 -5.61
H 0.42 -4.47 -4.36
H -2.50 -5.16 -4.83
H -1.15 -6.30 -4.67
H -0.93 -5.83 -2.31
H -2.69 -5.65 -2.50
H -1.91 -2.55 -3.97
H -0.29 -2.49 -3.24
C 5.24 2.49 2.98
C 5.13 1.21 2.18
C 3.72 1.32 1.62
O 3.44 2.71 1.46
C 4.46 3.47 2.13
H 6.27 2.81 3.16
H 4.75 2.36 3.95
H 5.86 1.22 1.36
H 5.29 0.31 2.77
H 2.99 0.90 2.33
H 3.61 0.80 0.67
H 5.10 3.93 1.36
H 4.00 4.27 2.72

Results
**Orbital gap**: 7.402 eV
**Net charge**: -1

The following is a quantum chemistry calculation of 2 unconnected molecules or ions with the total composition C5H12N3, from OMol25.

Cartesian coordinates (Å):
C -0.97 -2.02 0.96
C -1.54 -2.39 -0.03
C -0.32 0.43 0.43
C -2.70 1.18 0.10
C 3.17 0.02 -0.55
N 0.85 0.21 -0.06
N -1.35 0.73 -0.35
N 2.14 0.17 0.48
H -0.32 -1.86 1.74
H -2.18 -2.66 -0.76
H -0.37 0.50 1.48
H -2.85 0.70 1.05
H -2.83 2.29 0.12
H -3.38 0.82 -0.57
H 3.04 -0.96 -1.09
H 3.25 0.75 -1.31
H 4.13 -0.02 -0.08
H 0.98 0.29 -1.09
H -1.23 0.75 -1.32
H 2.47 1.09 0.86

Results
**Orbital gap**: 10.086 eV
**Relative energy (zero: lowest compared OMol25 entry of this formula, charge and spin)**: 116.61 kcal/mol
**Net charge**: +1

The following is a quantum chemistry calculation of 2 unconnected molecules or ions with the total composition C5H12NO, from OMol25.

Cartesian coordinates (Å):
O -0.76 -2.50 2.97
C -0.81 -1.31 3.10
C -0.57 -0.35 1.95
H -1.04 -0.85 4.07
H 0.51 -0.25 1.83
H -0.99 0.62 2.21
H -1.05 -0.73 1.05
C 0.74 1.39 -3.29
C 0.44 1.10 -1.86
C -0.25 1.83 -0.93
N 0.90 -0.26 -1.48
H 0.31 2.37 -3.52
H 1.82 1.48 -3.46
H 0.28 0.65 -3.96
H -0.33 1.59 0.12
H -0.78 2.73 -1.22
H 1.91 -0.43 -1.66
H 0.37 -0.95 -1.99
H 0.76 -0.44 -0.48

Results
**<S²>**: 0.754
**Orbital gap (alpha / beta)**: 3.740 / 8.904 eV
**Multiplicity**: 2
**Relative energy (zero: lowest compared OMol25 entry of this formula, charge and spin)**: 62.94 kcal/mol